The following is a DFT calculation (ωB97M-V/def2-TZVPD) of a cluster of 2 separate species, C3H11O in total at a distorted geometry.

Properties
Charge   +1
Molecular weight   63.1 g/mol
Lowest unoccupied orbital energy   -4.9 eV
Orbital gap   10.6971 eV
ΔE to the lowest compared entry with this formula, charge and spin   28.5 kJ/mol
Max |F|   2.05 eV/A
E_tot   -195.8055 hartree
Multiplicity   1

The geometry in XYZ format:
```
15
Properties=species:S:1:pos:R:3:forces:R:3
O -1.2616 -0.7771 1.7754 -0.5011 -1.0188 1.7029
H -1.2073 -0.2758 2.6304 0.3027 0.4402 -1.3363
H -1.5590 -1.6961 2.0463 0.4301 0.9046 -1.3911
H -1.0444 -0.4372 0.8215 -0.2097 -0.2407 0.7758
C 1.5826 0.1675 -0.0257 0.8468 1.1209 0.1759
C 0.7707 0.5455 -1.2531 0.0623 0.9224 -0.5412
C -0.7158 0.2944 -1.0500 0.0589 0.5507 -1.4453
H 1.2911 0.7660 0.8643 0.0941 -0.1231 -0.4557
H 2.6786 0.3316 -0.1614 -0.8784 -0.1077 0.0455
H 1.4504 -0.8593 0.2306 -0.0552 -1.0098 0.1373
H 1.1031 0.0017 -2.1578 -0.0372 0.2606 0.5160
H 0.8822 1.6426 -1.4644 0.0882 -0.9788 0.0870
H -1.3329 0.5636 -1.9505 0.4587 -0.2088 1.0109
H -0.9172 -0.7332 -0.8641 -0.1655 -1.5245 -0.0158
H -1.0768 0.8691 -0.2251 -0.4945 1.0129 0.7340
```
Positions in Å, forces in eV/Å.